# 1
A structure of composition C43H36ClNdO2P2 in a non-equilibrium geometry, computed with the ωB97M-V functional and the def2-TZVPD basis.

Element x y z (Å)
C -4.29 -0.64 -2.17
C -3.09 -0.55 -2.91
C -2.94 -1.28 -4.10
C -3.99 -2.07 -4.57
C -5.19 -2.14 -3.84
C -5.33 -1.44 -2.63
P -1.77 0.47 -2.20
C -0.47 0.58 -3.47
C 0.70 -0.17 -3.25
C 1.75 -0.10 -4.17
C 1.64 0.72 -5.30
C 0.47 1.45 -5.53
C -0.58 1.39 -4.62
Nd 0.22 0.31 -0.13
P 0.14 -1.54 2.16
C 0.20 -3.34 2.01
C -0.59 -4.19 2.79
C -0.50 -5.57 2.61
C 0.38 -6.10 1.66
C 1.17 -5.25 0.87
C 1.08 -3.87 1.04
C 1.79 -1.03 2.73
C 1.94 0.31 3.12
C 3.21 0.82 3.38
C 4.32 -0.03 3.35
C 4.16 -1.38 3.05
C 2.89 -1.89 2.78
C -0.85 -1.27 3.65
C -1.96 -0.42 3.52
C -2.76 -0.14 4.63
C -2.49 -0.75 5.86
C -1.39 -1.60 5.99
C -0.56 -1.87 4.89
C -2.46 2.14 -1.94
C -3.62 2.57 -2.61
C -4.13 3.85 -2.39
C -3.46 4.73 -1.54
C -2.30 4.32 -0.86
C -1.83 3.02 -1.03
H 1.05 0.96 3.24
H 3.32 1.88 3.61
H 5.31 0.38 3.56
H 5.03 -2.04 3.02
H 2.75 -2.95 2.57
H -1.26 -3.78 3.55
H -1.12 -6.23 3.20
H 0.46 -7.18 1.53
H 1.85 -5.65 0.12
H 1.72 -3.20 0.45
H -2.20 0.02 2.54
H -3.60 0.53 4.52
H -3.14 -0.57 6.71
H -1.19 -2.08 6.94
H 0.27 -2.56 4.99
H -4.12 1.88 -3.30
H -5.05 4.15 -2.88
H -3.84 5.74 -1.39
H -1.77 5.00 -0.20
H -0.95 2.69 -0.45
H 0.77 -0.89 -2.40
H 2.66 -0.69 -3.99
H 2.46 0.78 -6.00
H 0.38 2.07 -6.42
H -1.49 1.97 -4.76
H -2.00 -1.24 -4.66
H -3.89 -2.64 -5.49
H -6.02 -2.74 -4.21
H -6.25 -1.53 -2.04
H -4.41 -0.07 -1.25
H -2.09 -2.13 -0.02
H -2.60 -1.70 0.35
Cl 6.93 5.31 0.64
C 5.66 4.25 0.22
C 4.65 4.71 -0.64
C 3.58 3.87 -0.95
C 3.59 2.59 -0.41
C 4.66 2.06 0.30
C 5.67 2.94 0.72
C 2.41 1.76 -0.48
O 1.23 2.29 -0.64
O 2.50 0.48 -0.31
H 4.69 5.71 -1.05
H 2.75 4.16 -1.59
H 4.68 1.00 0.53
H 6.45 2.60 1.39

Values from the calculation:
Electronic energy: -3514.5022 Eh
Multiplicity: 4
LUMO (alpha / beta): -0.2405 / -0.2194 Ha
Maximum force: 1.6 eV Å⁻¹
Charge: +2
HOMO level (alpha / beta): -13.605 / -13.614 eV
Expectation value of S²: 3.754

Atomic partial charges in e from the Mulliken method, atoms 1 to 2: number 1, C, carries -0.30; number 2, C, carries 0.62

# 2
A structure of composition C43H36CoF3N4O2S2, computed with the ωB97M-V functional and the def2-TZVPD basis.

Element x y z (Å)
Co 0.22 -3.12 0.99
O -0.63 -2.71 2.81
C 0.01 -3.47 3.83
C -0.81 -4.12 4.73
C -0.24 -4.76 5.82
C 1.14 -4.71 5.99
C 1.94 -4.06 5.07
C 1.40 -3.45 3.93
C 2.28 -2.94 2.89
N 1.86 -2.66 1.70
C 2.87 -2.32 0.69
C 2.32 -2.64 -0.71
N 1.14 -3.49 -0.56
C 0.84 -4.36 -1.45
C -0.37 -5.13 -1.45
C -0.55 -6.09 -2.46
C -1.69 -6.85 -2.55
C -2.71 -6.65 -1.60
C -2.57 -5.72 -0.60
C -1.39 -4.93 -0.47
O -1.31 -4.08 0.50
H -1.88 -4.10 4.58
H -0.86 -5.28 6.53
H 1.60 -5.18 6.85
H 3.02 -4.04 5.20
H 3.35 -2.93 3.11
H 3.06 -1.25 0.76
H 3.80 -2.86 0.90
H 1.97 -1.72 -1.18
H 3.07 -3.11 -1.35
H 1.53 -4.52 -2.28
H 0.24 -6.21 -3.19
H -1.81 -7.58 -3.33
H -3.62 -7.23 -1.66
H -3.35 -5.55 0.13
S 0.44 0.28 0.44
C 0.84 1.17 -0.96
N 1.29 2.50 -0.84
C 1.40 3.29 -2.05
C 2.10 2.46 -3.09
N 1.32 1.28 -3.35
C 1.71 0.58 -4.55
C 1.13 1.24 -5.78
C 1.92 1.82 -6.75
C 1.36 2.42 -7.87
C -0.02 2.43 -8.03
C -0.82 1.85 -7.06
C -0.26 1.26 -5.94
C 0.77 0.58 -2.26
S 0.00 -0.90 -2.55
C 0.94 3.28 0.34
C -0.41 3.96 0.25
C -0.52 5.26 -0.22
C -1.75 5.88 -0.34
C -2.90 5.19 0.01
C -2.81 3.89 0.48
C -1.57 3.28 0.59
H 1.98 4.19 -1.82
H 0.42 3.61 -2.44
H 3.12 2.21 -2.75
H 2.19 3.03 -4.02
H 1.33 -0.44 -4.46
H 2.80 0.54 -4.63
H 3.00 1.81 -6.63
H 1.99 2.87 -8.62
H -0.46 2.90 -8.90
H -1.90 1.85 -7.17
H -0.87 0.80 -5.17
H 1.72 4.04 0.49
H 0.96 2.58 1.17
H 0.38 5.81 -0.49
H -1.82 6.90 -0.71
H -3.87 5.67 -0.08
H -3.70 3.34 0.75
H -1.50 2.25 0.93
F -0.96 5.91 4.63
C -1.73 5.03 5.28
F -1.39 5.13 6.59
F -3.00 5.49 5.20
C -1.60 3.63 4.77
C -0.51 3.26 3.99
C -0.37 1.95 3.58
C -1.32 0.99 3.95
C -2.42 1.38 4.72
C -2.56 2.69 5.13
C -1.15 -0.37 3.53
C -0.90 -1.49 3.20
H 0.22 4.00 3.70
H 0.45 1.64 2.96
H -3.17 0.64 4.98
H -3.42 2.99 5.72

Values from the calculation:
Electronic energy: -4508.4009 Eh
Multiplicity: 2
LUMO (alpha / beta): 0.0845 / 0.0844 Ha
Maximum force: 0.5 eV Å⁻¹
Charge: -1
HOMO level (alpha / beta): -2.820 / -3.792 eV
Expectation value of S²: 1.008
ΔE to the lowest compared entry with this formula, charge and spin: 59.12 kcal per mole

Atomic partial charges in e from the Mulliken method, atoms 1 to 2: number 1, Co, carries 0.07; number 2, O, carries -0.04

# 3
A structure of composition C43H36F4N3PY in a non-equilibrium geometry, computed with the ωB97M-V functional and the def2-TZVPD basis.

Element x y z (Å)
Y -0.24 0.85 -0.10
C -0.24 1.63 -3.36
N 0.61 0.78 -2.52
C 0.83 -0.52 -3.18
C 1.92 1.45 -2.30
C 2.79 0.76 -1.27
N 2.03 0.64 -0.03
C 2.68 0.31 1.14
C 1.96 0.42 2.33
F 0.65 0.86 2.22
C 2.43 0.10 3.58
F 1.61 0.23 4.63
C 3.73 -0.36 3.73
C 4.48 -0.46 2.58
F 5.74 -0.91 2.65
C 3.99 -0.13 1.32
F 4.80 -0.34 0.27
H 0.26 1.88 -4.30
H -0.48 2.56 -2.83
H -1.17 1.11 -3.58
H 1.36 -0.36 -4.13
H -0.12 -1.00 -3.37
H 1.43 -1.16 -2.54
H 1.70 2.47 -1.98
H 2.45 1.52 -3.26
H 3.69 1.38 -1.14
H 3.14 -0.20 -1.63
H 4.13 -0.62 4.70
C -4.85 0.52 0.38
C -5.26 1.84 0.22
C -4.31 2.84 0.07
C -2.95 2.53 0.08
C -2.50 1.20 0.19
C -3.49 0.22 0.35
C -1.93 3.63 0.04
C -2.33 4.99 0.06
C -1.40 5.98 0.05
C -0.03 5.65 0.09
C 0.98 6.65 0.13
C 2.29 6.30 0.22
C 2.64 4.93 0.28
C 1.69 3.96 0.24
C 0.32 4.30 0.12
N -0.64 3.30 0.06
H -5.59 -0.26 0.53
H -6.32 2.09 0.22
H -4.67 3.85 -0.05
H -3.21 -0.82 0.47
H -3.38 5.25 0.07
H -1.71 7.02 0.05
H 0.68 7.69 0.10
H 3.06 7.06 0.26
H 3.68 4.65 0.38
H 1.97 2.91 0.30
C 3.77 -3.88 0.31
C 3.12 -3.82 -0.91
C 1.82 -3.33 -0.98
C 1.16 -2.89 0.16
C 1.83 -2.96 1.39
C 3.12 -3.46 1.46
P -0.48 -2.07 0.09
C -1.36 -2.81 -1.31
C -1.28 -4.17 -1.62
C -2.00 -4.69 -2.67
C -2.83 -3.87 -3.44
C -2.93 -2.52 -3.14
C -2.20 -2.00 -2.08
C -1.36 -2.61 1.59
C -1.17 -1.87 2.76
C -1.81 -2.22 3.94
C -2.67 -3.31 3.96
C -2.88 -4.04 2.79
C -2.24 -3.69 1.61
H 4.79 -4.27 0.36
H 3.61 -4.17 -1.81
H 1.32 -3.31 -1.94
H 1.34 -2.64 2.30
H 3.62 -3.51 2.42
H -0.64 -4.82 -1.03
H -1.93 -5.75 -2.90
H -3.39 -4.29 -4.26
H -3.58 -1.88 -3.72
H -2.32 -0.95 -1.84
H -0.52 -1.01 2.76
H -1.65 -1.64 4.83
H -3.18 -3.59 4.87
H -3.56 -4.89 2.80
H -2.43 -4.27 0.72

Values from the calculation:
Electronic energy: -2603.4878 Eh
LUMO: -0.1063 Ha
Maximum force: 1.4 eV Å⁻¹
Charge: +1
HOMO level: -10.286 eV
ΔE to the lowest compared entry with this formula, charge and spin: 0.00 kcal per mole

Atomic partial charges in e from the Mulliken method, atoms 1 to 2: number 1, Y, carries 0.04; number 2, C, carries -1.14

# 4
A structure of composition C43H36MnN3O6PSi, computed with the ωB97M-V functional and the def2-TZVPD basis.

Element x y z (Å)
Mn 0.39 0.12 -0.34
O -0.74 0.26 2.21
N -1.08 0.62 0.92
C -2.23 1.17 0.87
C -2.90 1.80 -0.27
C -4.04 2.54 0.06
C -4.74 3.24 -0.90
C -4.31 3.22 -2.22
C -3.18 2.48 -2.56
C -2.47 1.76 -1.61
P -1.09 0.71 -2.17
C -1.84 -0.73 -2.97
C -1.70 -1.97 -2.34
C -2.32 -3.09 -2.87
C -3.07 -2.99 -4.03
C -3.22 -1.76 -4.66
C -2.61 -0.63 -4.13
C -0.23 1.73 -3.38
C 0.30 2.94 -2.91
C 1.04 3.75 -3.75
C 1.25 3.37 -5.07
C 0.73 2.17 -5.54
C 0.00 1.35 -4.70
H -0.21 -0.55 2.12
H -2.75 1.22 1.82
H -4.36 2.57 1.09
H -5.62 3.81 -0.62
H -4.84 3.77 -2.98
H -2.85 2.49 -3.59
H -1.14 -2.06 -1.42
H -2.22 -4.05 -2.37
H -3.55 -3.87 -4.44
H -3.81 -1.68 -5.56
H -2.75 0.32 -4.62
H 0.14 3.24 -1.88
H 1.46 4.67 -3.38
H 1.83 4.00 -5.73
H 0.90 1.87 -6.57
H -0.38 0.40 -5.07
C 2.84 0.59 -3.20
C 2.56 -0.67 -2.48
N 1.68 -0.87 -1.52
C 1.86 -2.16 -1.04
C 2.86 -2.75 -1.74
N 3.27 -1.80 -2.65
C 3.56 -4.07 -1.72
O 3.21 -4.91 -0.78
O 4.42 -4.27 -2.53
C 1.07 -2.60 0.15
O 1.19 -3.72 0.60
O 0.29 -1.67 0.59
H 2.35 1.42 -2.69
H 2.50 0.56 -4.23
H 3.92 0.78 -3.18
H 4.04 -1.97 -3.29
H 2.51 -4.54 -0.17
O 1.64 1.18 0.38
Si 2.79 1.60 1.50
C 2.63 0.53 3.04
C 3.35 -0.66 3.14
C 3.19 -1.50 4.23
C 2.31 -1.16 5.25
C 1.60 0.03 5.17
C 1.75 0.86 4.07
C 4.47 1.29 0.74
C 5.55 2.13 1.06
C 6.82 1.87 0.57
C 7.04 0.77 -0.25
C 5.99 -0.08 -0.57
C 4.72 0.19 -0.07
C 2.53 3.41 1.88
C 1.93 4.25 0.95
C 1.76 5.60 1.19
C 2.20 6.15 2.39
C 2.81 5.33 3.33
C 2.96 3.98 3.08
H 4.05 -0.94 2.37
H 3.75 -2.42 4.29
H 2.19 -1.81 6.11
H 0.92 0.31 5.97
H 1.19 1.78 4.02
H 5.39 3.00 1.69
H 7.64 2.53 0.82
H 8.03 0.57 -0.63
H 6.16 -0.95 -1.18
H 3.91 -0.50 -0.30
H 1.59 3.83 0.00
H 1.29 6.24 0.45
H 2.08 7.20 2.58
H 3.15 5.75 4.27
H 3.43 3.35 3.84

Values from the calculation:
Electronic energy: -4057.7294 Eh
Multiplicity: 5
LUMO (alpha / beta): -0.1563 / -0.1425 Ha
Maximum force: 0.4 eV Å⁻¹
Charge: +1
HOMO level (alpha / beta): -11.094 / -11.098 eV
Expectation value of S²: 6.051
ΔE to the lowest compared entry with this formula, charge and spin: 0.00 kcal per mole

Atomic partial charges in e from the Mulliken method, atoms 1 to 2: number 1, Mn, carries 0.14; number 2, O, carries -0.52

# 5
A structure of composition C43H36MoN2P2S4Te in a non-equilibrium geometry, computed with the ωB97M-V functional and the def2-TZVPD basis.

Element x y z (Å)
Mo -1.77 0.34 -0.40
S -3.19 0.97 1.24
S -3.71 1.86 -0.58
S -4.72 0.44 -1.69
S -3.21 -1.00 -1.64
C -4.48 -4.21 1.91
C -3.87 -4.35 0.67
C -2.76 -3.60 0.35
C -2.21 -2.71 1.28
C -2.83 -2.56 2.52
C -3.96 -3.31 2.83
P -0.85 -1.59 0.82
C -0.08 -1.21 2.42
C 0.42 -2.26 3.21
C 0.99 -2.00 4.45
C 1.06 -0.69 4.91
C 0.56 0.35 4.15
C -0.01 0.09 2.91
C 0.32 -2.76 -0.06
C 0.23 -4.16 0.23
C 0.62 -5.10 -0.68
C 1.10 -4.72 -1.96
C 1.23 -3.40 -2.29
C 0.88 -2.40 -1.34
H -5.35 -4.79 2.15
H -4.28 -5.04 -0.06
H -2.31 -3.70 -0.63
H -2.44 -1.87 3.25
H -4.43 -3.19 3.80
H 0.34 -3.28 2.87
H 1.36 -2.81 5.05
H 1.51 -0.49 5.88
H 0.61 1.36 4.52
H -0.41 0.90 2.32
H -0.19 -4.48 1.17
H 0.53 -6.15 -0.44
H 1.36 -5.48 -2.68
H 1.60 -3.10 -3.26
H 0.83 -1.37 -1.65
Te 2.69 -2.09 0.32
C 3.41 -4.04 0.28
C 4.16 -4.49 -0.81
C 4.72 -5.76 -0.78
C 4.53 -6.58 0.32
C 3.79 -6.14 1.41
C 3.23 -4.87 1.39
H 4.31 -3.84 -1.66
H 5.31 -6.10 -1.62
H 4.97 -7.57 0.34
H 3.66 -6.77 2.28
H 2.66 -4.51 2.24
N -0.45 1.79 -0.99
P -0.34 3.42 -1.24
C -1.15 3.81 -2.77
C -1.97 2.90 -3.43
C -2.60 3.28 -4.61
C -2.41 4.56 -5.11
C -1.58 5.47 -4.46
C -0.94 5.09 -3.29
C 1.38 3.87 -1.33
C 2.14 3.24 -2.32
C 3.49 3.56 -2.44
C 4.06 4.50 -1.59
C 3.29 5.12 -0.62
C 1.95 4.81 -0.48
C -1.15 4.21 0.14
C -0.69 3.89 1.42
C -1.33 4.43 2.53
C -2.41 5.29 2.35
C -2.86 5.61 1.08
C -2.23 5.07 -0.04
H -2.11 1.90 -3.05
H -3.24 2.58 -5.12
H -2.91 4.86 -6.03
H -1.43 6.46 -4.86
H -0.28 5.79 -2.78
H 1.69 2.53 -2.99
H 4.08 3.08 -3.21
H 5.11 4.74 -1.69
H 3.74 5.86 0.03
H 1.35 5.31 0.27
H 0.15 3.21 1.55
H -0.98 4.19 3.52
H -2.90 5.72 3.21
H -3.70 6.28 0.95
H -2.58 5.31 -1.03
N 1.47 0.49 -0.11
C 0.28 0.80 -0.44
H 2.15 1.22 -0.32

Values from the calculation:
Electronic energy: -4380.9156 Eh
LUMO: -0.2263 Ha
Maximum force: 1.1 eV Å⁻¹
Charge: +2
HOMO level: -12.535 eV
ΔE to the lowest compared entry with this formula, charge and spin: 43.36 kcal per mole

Atomic partial charges in e from the Mulliken method, atoms 1 to 2: number 1, Mo, carries -0.72; number 2, S, carries -0.16